[1]
Entry from the OMol25 dataset: an isolated molecule of F2HNOS at a distorted geometry (ωB97M-V with the def2-TZVPD basis set).

```
! RIJCOSX wB97M-V def2-TZVPD def2/J DEFGRID3
* xyz 0 1
N 1.1882 -0.6250 -0.1621
S -0.1608 0.0563 -0.0193
O -0.6077 1.8264 -0.4741
F -1.0148 -0.4379 1.2664
F -1.1284 -0.7797 -1.0294
H 1.7235 -0.0401 0.4185
*
```

Properties
Total energy in Ha: -728.3399
Frontier orbital gap in eV: 9.82
E_HOMO in eV: -11.50
Structure (SMILES): N=S(=O)(F)F



[2]
Entry from the OMol25 dataset: a cluster of 2 separate species, F2HPS in total at a distorted geometry (ωB97M-V with the def2-TZVPD basis set).

```
! RIJCOSX wB97M-V def2-TZVPD def2/J DEFGRID3
* xyz 0 1
F -0.0863 -1.2008 0.3204
F -0.0697 1.1508 0.4153
P -0.6525 0.0269 -0.5944
S 2.8955 0.0288 -0.2042
H -2.0870 -0.0057 0.0629
*
```

Properties
Total energy in Ha: -939.7931
Frontier orbital gap (alpha / beta) in eV: 7.29 / 7.20
E_HOMO (alpha / beta) in eV: -10.00 / -10.00



[3]
Entry from the OMol25 dataset: a structure of composition F2Sr3 at a distorted geometry (ωB97M-V with the def2-TZVPD basis set).

```
! RIJCOSX wB97M-V def2-TZVPD def2/J DEFGRID3
* xyz 4 1
Sr -0.7985 -2.1013 0.0896
Sr 0.9361 1.3184 1.9297
Sr 0.2234 1.0521 -3.1364
F 0.2723 0.1974 -0.7973
F -0.6334 -0.4666 1.9144
*
```

Properties
Total energy in Ha: -290.4339
Frontier orbital gap in eV: 11.12
E_HOMO in eV: -26.59



[4]
Entry from the OMol25 dataset: a structure of composition F36NaP6 at a distorted geometry (ωB97M-V with the def2-TZVPD basis set).

```
! RIJCOSX wB97M-V def2-TZVPD def2/J DEFGRID3
* xyz -5 1
Na 0.1656 0.0466 -0.2696
P 0.0918 3.7472 -1.6464
F 0.3747 5.2308 -2.3628
F 0.7146 3.0730 -2.9713
F 1.6019 3.7321 -1.0436
F -0.2150 2.4294 -0.6641
F -0.3788 4.6982 -0.4884
F -1.3944 3.6429 -2.2639
P 1.9767 0.8714 2.9789
F 1.7916 -0.3328 1.9194
F 2.6310 -0.4087 3.9221
F 3.4731 1.3491 2.4354
F 2.1131 1.9090 4.2201
F 1.2347 2.0099 2.0026
F 0.4596 0.5017 3.6585
P -1.2666 -0.0236 -3.6625
F -2.8773 -0.2593 -3.9058
F -1.5112 0.8414 -2.3297
F -1.3871 -1.3411 -2.6755
F 0.3383 0.2421 -3.3300
F -1.0247 -0.9901 -4.8977
F -1.3377 1.2742 -4.5465
P -1.1001 -3.9225 1.3216
F -0.8375 -2.4513 0.5837
F -1.0864 -3.0853 2.7395
F -2.7565 -3.7375 1.2394
F -1.5173 -5.2799 2.1427
F -0.9935 -4.6921 -0.1414
F 0.4572 -4.1025 1.5799
P 3.2055 -1.5766 -1.1340
F 2.2781 -1.7889 -2.4322
F 4.3917 -0.9600 -1.9878
F 2.5674 -0.0717 -1.0401
F 4.1500 -1.2495 0.2086
F 1.9586 -1.9765 -0.1776
F 3.8005 -3.0422 -1.2360
P -2.8306 0.8126 2.0457
F -3.2998 -0.3590 0.9003
F -3.3036 1.8337 0.9107
F -4.3597 0.6822 2.6685
F -2.7394 2.0881 3.0849
F -2.2781 -0.2649 3.0627
F -1.2805 0.9002 1.5818
*
```

Properties
Total energy in Ha: -5806.7130
Frontier orbital gap in eV: 8.52
E_HOMO in eV: 0.95



[5]
Entry from the OMol25 dataset: an isolated molecule of F3NOS2 at a distorted geometry (ωB97M-V with the def2-TZVPD basis set).

```
! RIJCOSX wB97M-V def2-TZVPD def2/J DEFGRID3
* xyz 0 3
N 0.0798 -0.3111 0.4670
O 0.5383 -2.3143 -1.1399
F 0.1878 1.7765 1.6039
F -2.1735 0.7056 1.2574
F 0.7730 0.0945 -1.8671
S -0.6180 0.9870 0.3358
S 1.1011 -1.1079 -0.7474
*
```

Properties
Total energy in Ha: -1225.7245
Frontier orbital gap (alpha / beta) in eV: 7.51 / 6.82
E_HOMO (alpha / beta) in eV: -7.71 / -11.90



[6]
Entry from the OMol25 dataset: a structure of composition F4HN2O9RbS4 at a distorted geometry (ωB97M-V with the def2-TZVPD basis set).

```
! RIJCOSX wB97M-V def2-TZVPD def2/J DEFGRID3
* xyz -2 1
Rb -7.3780 2.0711 -34.1349
N -9.8211 2.7200 -35.7300
S -10.5478 1.6329 -36.3542
O -9.8322 0.8426 -37.3181
O -12.0268 1.7350 -36.5553
F -10.4703 0.6497 -35.0508
S -9.8630 3.7670 -37.1541
O -10.9329 3.6942 -38.1192
O -8.5338 4.0399 -37.6099
F -10.2090 5.1077 -36.3383
N -5.0077 1.3956 -35.3284
S -4.8034 0.0981 -36.4285
O -4.2614 -1.1718 -35.9146
O -4.6896 0.4390 -37.8212
F -6.4190 -0.3058 -36.3310
S -3.5054 1.6998 -35.3990
O -3.0251 2.5924 -36.4175
O -2.5512 0.8660 -34.6853
F -3.6006 2.8584 -34.2324
O -8.4710 3.6014 -32.0278
H -8.4852 3.0016 -31.2567
*
```

Properties
Total energy in Ha: -2803.5592
Frontier orbital gap in eV: 5.96
E_HOMO in eV: -1.72



[7]
Entry from the OMol25 dataset: a structure of composition F4N2O8S4Sn at a distorted geometry (ωB97M-V with the def2-TZVPD basis set).

```
! RIJCOSX wB97M-V def2-TZVPD def2/J DEFGRID3
* xyz 0 1
Sn -39.4266 -1.2642 -22.8473
N -37.1635 -5.0846 -25.8449
S -37.2845 -6.6510 -25.7128
O -35.9692 -7.2586 -25.3516
O -38.2560 -7.4098 -26.5931
F -37.9519 -6.5697 -24.2104
S -36.0014 -5.1309 -27.1469
O -36.2175 -6.0676 -28.2080
O -34.6085 -4.6847 -26.8719
F -36.7258 -3.8605 -27.7914
N -42.8595 2.2339 -20.5556
S -42.4925 3.0951 -19.1694
O -43.2127 2.6899 -17.9164
O -42.0969 4.4743 -19.2980
F -41.1247 2.3327 -19.0055
S -44.0393 3.1253 -20.8136
O -43.7356 4.2194 -21.7533
O -45.1984 3.3048 -19.9662
F -44.7064 2.0056 -21.7857
*
```

Properties
Total energy in Ha: -2917.4437
Frontier orbital gap in eV: 2.10
E_HOMO in eV: -9.89



[8]
Entry from the OMol25 dataset: a cluster of 10 separate species, F6H18O9P in total at a distorted geometry (ωB97M-V with the def2-TZVPD basis set).

```
! RIJCOSX wB97M-V def2-TZVPD def2/J DEFGRID3
* xyz -1 1
P -0.7458 0.5000 0.4701
F -2.2117 0.1201 -0.0541
F -0.3562 -1.0335 0.3027
F -0.4183 0.8722 -1.0627
F 0.8055 0.9374 0.7911
F -1.1487 2.0139 0.9006
F -1.0452 0.1258 1.9949
O 1.1426 -4.0535 0.9026
H 0.9006 -3.7356 0.0327
H 0.7488 -4.9242 0.9580
O 3.3876 1.2192 -1.5540
H 2.7882 1.5769 -0.8990
H 4.2148 1.6743 -1.3962
O 0.1051 -0.8417 -3.3859
H -0.2936 -0.2403 -2.7569
H -0.5770 -1.4889 -3.5648
O -0.3517 4.6286 1.0045
H -0.8247 5.1359 0.3448
H -0.6001 3.7203 0.8324
O 1.6028 -1.7928 1.8629
H 0.7330 -1.4592 1.6428
H 1.6266 -2.6707 1.4822
O 0.1889 -3.5410 -1.5192
H -0.6704 -3.1307 -1.6176
H 0.6618 -3.3015 -2.3162
O -3.8191 -0.3283 2.0072
H -2.9683 -0.6118 1.6725
H -4.0192 -0.9475 2.7092
O -2.7149 2.1127 -1.9696
H -1.8500 2.5020 -1.8405
H -2.8165 1.5054 -1.2368
O 2.9630 2.1840 1.6879
H 2.0885 1.8222 1.5449
H 3.4734 1.4500 2.0298
*
```

Properties
Total energy in Ha: -1628.8235
Frontier orbital gap in eV: 9.57
E_HOMO in eV: -7.03



[9]
Entry from the OMol25 dataset: a structure of composition F6LiN3O12S6 at a distorted geometry (ωB97M-V with the def2-TZVPD basis set).

```
! RIJCOSX wB97M-V def2-TZVPD def2/J DEFGRID3
* xyz -2 1
Li 0.2062 -0.5454 -0.2274
N 0.0907 2.8632 1.6039
S 1.0530 2.8123 0.3990
O 2.0027 3.8658 0.1670
O 0.6920 2.0527 -0.7824
F 1.9871 1.7665 1.1252
S -0.7220 4.2248 0.9856
O -1.4217 4.0609 -0.2743
O -0.3076 5.5267 1.4843
F -2.0880 4.0513 1.9136
N -1.2474 -0.5130 1.2280
S -2.8329 -0.2609 0.4225
O -4.1148 -0.5727 1.0343
O -2.8149 -0.2597 -0.9986
F -2.9383 1.3586 0.6542
S -1.6592 -1.9574 1.5118
O -2.0757 -2.7519 0.3864
O -2.3231 -2.2402 2.7895
F -0.1395 -2.4985 1.7821
N 1.3101 -1.5224 -1.4006
S 3.0328 -1.6751 -1.5807
O 3.6334 -0.9865 -2.7163
O 3.6562 -2.9390 -1.1704
F 3.3993 -0.6429 -0.3523
S 1.1288 -3.0127 -1.9042
O 1.3289 -4.0634 -0.9232
O 1.5892 -3.2194 -3.2595
F -0.4252 -2.9218 -1.8976
*
```

Properties
Total energy in Ha: -4063.0578
Frontier orbital gap in eV: 9.90
E_HOMO in eV: -5.16



[10]
Entry from the OMol25 dataset: a structure of composition F6N3O12S6Sn at a distorted geometry (ωB97M-V with the def2-TZVPD basis set).

```
! RIJCOSX wB97M-V def2-TZVPD def2/J DEFGRID3
* xyz -2 2
Sn -0.5069 1.6039 0.1492
N -2.1764 -0.1772 1.7341
S -3.5419 -0.1781 2.4520
O -3.4213 0.4524 3.7928
O -4.6081 -1.1665 2.1993
F -4.1675 1.0436 1.5692
S -1.7557 -1.6292 2.4648
O -2.4298 -2.9150 2.0591
O -1.1954 -1.6179 3.8362
F -0.3795 -1.7825 1.6827
N 2.4505 1.8915 0.1128
S 2.9917 2.8162 -1.1846
O 2.8723 2.2222 -2.5086
O 4.0272 3.8343 -0.9861
F 1.6491 3.6930 -1.0488
S 3.8454 1.5582 0.5574
O 4.2228 2.3676 1.7287
O 4.9204 1.1607 -0.4069
F 3.5304 0.0964 1.2509
N -0.8257 -0.5391 -1.8933
S 0.4887 -1.5215 -2.3894
O 0.8661 -1.3239 -3.7925
O 0.9370 -2.6775 -1.6077
F 1.4732 -0.3320 -1.9990
S -1.8707 -1.5768 -2.0610
O -1.8207 -2.7966 -1.2354
O -2.5585 -1.6446 -3.3360
F -3.0168 -0.8619 -1.1398
*
```

Properties
Total energy in Ha: -4269.6461
Frontier orbital gap (alpha / beta) in eV: 5.85 / 8.33
E_HOMO (alpha / beta) in eV: -3.09 / -5.44



Calculated values (kcal per mole) of ΔE to the lowest compared entry with this formula, charge and spin for the records, taken in order: 75.4, 96.5, 0.0, 25.6, 36.2, 75.7, 195.2, 23.0, 99.5, 31.7.